A structure of composition C28H40N3O6RuS2. Source: OMol25; level of theory: ωB97M-V/def2-TZVPD.

## Properties
- orbital gap (alpha / beta) (eV) = 6.218 / 4.340
- LUMO level (alpha / beta) (eV) = -10.09 / -11.97

Geometry as ORCA input:
```
! wB97M-V def2-TZVPD RIJCOSX def2/J DEFGRID3
* xyz 3 5
Ru 0.42 -0.33 1.07
O -1.36 -1.68 1.74
C -1.16 -3.13 1.59
C -1.47 -3.58 0.18
C -0.81 -2.70 -0.89
C 0.69 -2.68 -0.82
C 1.43 -3.59 -1.56
C 2.81 -3.57 -1.54
C 3.46 -2.61 -0.77
C 2.70 -1.73 -0.04
N 1.35 -1.78 -0.03
H -2.27 -1.45 1.50
H -1.77 -3.63 2.34
H -0.11 -3.28 1.85
H -2.55 -3.58 0.01
H -1.15 -4.62 0.09
H -1.20 -1.69 -0.84
H -1.09 -3.06 -1.88
H 0.90 -4.31 -2.17
H 3.38 -4.27 -2.13
H 4.54 -2.53 -0.75
H 3.15 -0.96 0.56
C 0.30 2.63 -1.97
S 0.81 1.12 -1.25
O 1.32 0.25 -2.25
O -0.45 0.50 -0.54
O 1.66 1.36 -0.06
H -0.61 2.44 -2.54
H 1.10 2.92 -2.65
H 0.15 3.39 -1.20
O -0.42 1.03 2.20
S -1.95 1.47 2.09
C -1.88 3.08 1.25
C -1.01 4.09 1.94
C 0.38 4.03 1.80
C 1.18 4.99 2.40
C 0.60 6.01 3.15
C -0.78 6.07 3.29
C -1.58 5.11 2.68
C -2.31 1.88 3.79
C -3.71 2.45 3.91
C -4.78 1.95 3.17
C -6.04 2.50 3.32
C -6.25 3.53 4.23
C -5.18 4.02 4.98
C -3.91 3.49 4.81
H -2.92 3.38 1.17
H -1.52 2.80 0.26
H 0.82 3.23 1.21
H 2.25 4.97 2.28
H 1.22 6.77 3.60
H -1.22 6.88 3.85
H -2.66 5.16 2.77
H -1.55 2.60 4.09
H -2.17 0.95 4.34
H -4.65 1.12 2.48
H -6.87 2.11 2.75
H -7.23 3.95 4.36
H -5.34 4.81 5.69
H -3.09 3.88 5.39
C 3.65 1.31 2.52
N 2.69 1.08 3.60
C 2.48 2.22 4.51
C 1.90 0.01 3.63
O 1.65 -0.64 2.49
N 1.41 -0.48 4.75
C 2.09 -0.29 6.04
C 0.35 -1.49 4.77
H 4.47 1.89 2.93
H 3.20 1.86 1.69
H 4.05 0.36 2.18
H 2.35 3.11 3.89
H 3.33 2.37 5.16
H 1.58 2.08 5.10
H 3.11 0.06 5.88
H 2.13 -1.25 6.55
H 1.56 0.42 6.67
H -0.23 -1.45 3.85
H -0.31 -1.28 5.61
H 0.77 -2.48 4.89
*
```

***

A structure of composition C28H40N5S3SiTa. Source: OMol25; level of theory: ωB97M-V/def2-TZVPD.

## Properties
- orbital gap (eV) = 6.078
- relative energy (zero: lowest compared OMol25 entry of this formula, charge and spin) (eV) = 3.123
- LUMO level (eV) = -0.79

Geometry as ORCA input:
```
! wB97M-V def2-TZVPD RIJCOSX def2/J DEFGRID3
* xyz 0 1
Ta 1.00 -0.26 -0.02
N 4.14 -1.32 3.59
C 3.69 -1.33 2.33
N 3.04 -0.36 1.76
C 2.81 0.81 2.50
N 2.19 1.81 1.99
N 1.71 1.48 0.72
C 1.74 2.51 -0.20
C 1.79 2.13 -1.50
C 2.00 3.01 -2.62
C 2.35 2.50 -3.81
C 2.49 1.08 -3.97
C 2.16 0.26 -2.96
N 1.70 0.73 -1.72
C 3.31 0.90 3.89
C 3.12 2.02 4.69
C 3.56 2.02 6.00
C 4.19 0.89 6.53
C 4.39 -0.23 5.74
C 3.95 -0.21 4.42
H 4.54 -2.16 3.96
H 3.90 -2.23 1.77
H 1.91 3.53 0.14
H 1.92 4.08 -2.45
H 2.55 3.16 -4.65
H 2.83 0.65 -4.90
H 2.21 -0.81 -3.07
H 2.60 2.87 4.27
H 3.40 2.89 6.62
H 4.53 0.89 7.56
H 4.87 -1.11 6.14
S 0.66 -2.63 4.43
C 0.68 -2.15 2.86
S 0.07 -0.61 2.34
S 1.35 -3.28 1.71
C 1.41 -2.44 0.12
H 0.70 -2.94 -0.54
H 2.42 -2.62 -0.29
C -1.66 2.50 -0.61
C -2.09 1.46 -1.66
C -1.28 1.75 -2.94
C -3.56 1.75 -2.00
Si -1.70 -0.32 -0.98
C -3.06 -0.85 0.31
C -3.23 0.26 1.36
C -2.76 -2.16 1.06
C -4.43 -1.09 -0.35
C -1.71 -1.63 -2.42
C -0.39 -1.57 -3.19
C -1.86 -3.07 -1.92
C -2.85 -1.41 -3.44
H -1.71 3.50 -1.06
H -0.64 2.35 -0.27
H -2.30 2.50 0.26
H -1.38 2.82 -3.18
H -1.63 1.19 -3.80
H -0.21 1.55 -2.83
H -3.62 2.74 -2.47
H -4.19 1.78 -1.11
H -3.99 1.04 -2.70
H -2.29 0.54 1.84
H -3.90 -0.11 2.15
H -3.69 1.15 0.94
H -1.81 -2.15 1.58
H -2.78 -3.03 0.42
H -3.54 -2.31 1.82
H -4.80 -0.25 -0.93
H -5.16 -1.28 0.45
H -4.43 -1.97 -0.99
H 0.45 -1.89 -2.56
H -0.16 -0.58 -3.58
H -0.42 -2.26 -4.04
H -1.18 -3.33 -1.11
H -1.64 -3.76 -2.76
H -2.87 -3.28 -1.59
H -2.74 -0.49 -4.01
H -3.83 -1.39 -2.96
H -2.85 -2.24 -4.16
*
```

***

A cluster of 8 separate species, C28H40O24 in total. Source: OMol25; level of theory: ωB97M-V/def2-TZVPD.

## Properties
- structure (SMILES) = C[C@H]1COC(=O)O1.C[C@H]1COC(=O)O1.C[C@H]1COC(=O)O1.C[C@H]1COC(=O)O1.O=C1OCCO1.O=C1OCCO1.O=C1OCCO1.O=C1OCCO1
- orbital gap (eV) = 11.092
- relative energy (zero: lowest compared OMol25 entry of this formula, charge and spin) (eV) = 0.267
- LUMO level (eV) = 0.15

Geometry as ORCA input:
```
! wB97M-V def2-TZVPD RIJCOSX def2/J DEFGRID3
* xyz 0 1
C -4.76 -0.73 2.89
C -3.28 -1.03 2.55
O -2.56 -0.66 3.73
C -3.41 -0.17 4.66
O -3.09 0.22 5.73
O -4.69 -0.23 4.23
H -5.40 -1.61 2.87
H -5.19 0.02 2.22
H -2.98 -0.52 1.64
H -3.02 -2.08 2.40
C 0.43 5.33 -0.96
C 0.01 4.30 0.11
O 1.27 3.70 0.42
C 2.02 3.71 -0.72
O 2.89 2.95 -0.96
O 1.57 4.68 -1.55
H 0.73 6.30 -0.56
H -0.34 5.49 -1.70
H -0.71 3.63 -0.35
H -0.32 4.77 1.03
C -2.65 -1.69 -2.18
C -3.06 -2.29 -0.80
O -4.47 -2.12 -0.79
C -4.91 -1.85 -2.03
O -6.05 -1.79 -2.35
O -3.87 -1.70 -2.89
H -1.93 -2.35 -2.66
H -2.15 -0.73 -2.05
H -2.52 -1.83 0.02
H -2.78 -3.35 -0.78
C 1.21 0.08 -0.06
C 1.23 0.56 1.40
O 0.67 -0.54 2.12
C 0.15 -1.45 1.28
O -0.42 -2.40 1.71
O 0.23 -1.01 0.01
H 2.18 -0.30 -0.39
H 0.91 0.80 -0.80
H 0.55 1.40 1.50
H 2.21 0.81 1.79
C 2.82 -3.59 2.94
C 4.07 -3.01 2.28
C 3.85 -2.35 0.89
O 4.20 -0.99 1.13
C 4.55 -0.77 2.40
O 4.75 0.31 2.86
O 4.46 -1.89 3.13
H 2.46 -4.45 2.36
H 2.03 -2.85 3.01
H 3.06 -3.99 3.92
H 4.86 -3.76 2.27
H 2.80 -2.31 0.59
H 4.42 -2.86 0.12
C 0.62 -3.97 -1.77
C 2.13 -4.02 -1.95
C 2.58 -4.46 -3.36
O 3.50 -3.47 -3.79
C 3.43 -2.39 -2.98
O 3.95 -1.36 -3.17
O 2.61 -2.64 -1.94
H 0.10 -4.73 -2.35
H 0.30 -2.97 -2.03
H 0.38 -4.04 -0.71
H 2.66 -4.48 -1.12
H 1.68 -4.47 -3.98
H 3.01 -5.46 -3.35
C 1.41 2.03 4.86
C -0.02 2.25 4.42
C -0.93 2.75 5.58
O -1.55 3.92 5.05
C -1.20 4.11 3.78
O -1.64 4.95 3.07
O -0.19 3.28 3.43
H 1.45 1.53 5.82
H 1.98 2.95 4.91
H 1.93 1.39 4.14
H -0.45 1.33 4.02
H -0.34 2.99 6.46
H -1.68 1.99 5.82
C -0.85 3.68 -6.52
C -1.73 2.72 -5.75
C -2.02 1.37 -6.45
O -1.39 0.39 -5.63
C -0.98 0.97 -4.48
O -0.54 0.36 -3.57
O -1.09 2.30 -4.54
H -0.70 4.54 -5.86
H -1.24 3.93 -7.50
H 0.14 3.25 -6.67
H -2.71 3.18 -5.60
H -1.57 1.32 -7.44
H -3.09 1.15 -6.47
*
```

***

A structure of composition C28H41BrN2O7W. Source: OMol25; level of theory: ωB97M-V/def2-TZVPD.

## Properties
- orbital gap (alpha / beta) (eV) = 7.239 / 7.767
- relative energy (zero: lowest compared OMol25 entry of this formula, charge and spin) (eV) = 0.384
- LUMO level (alpha / beta) (eV) = -6.72 / -6.22

Geometry as ORCA input:
```
! wB97M-V def2-TZVPD RIJCOSX def2/J DEFGRID3
* xyz 2 3
W -1.31 0.17 -0.48
C -3.76 -0.82 1.88
C -4.28 0.25 0.93
O -3.76 0.03 -0.39
C -4.36 -1.05 -1.10
C -3.59 -1.14 -2.39
O -2.20 -1.38 -2.08
C -1.87 -2.79 -2.03
C -0.55 -2.94 -1.31
O -0.61 -2.28 -0.04
C -1.15 -3.11 1.00
C -1.79 -2.23 2.05
O -2.51 -1.24 1.33
H -4.43 -1.69 1.94
H -3.62 -0.41 2.88
H -3.92 1.24 1.22
H -5.37 0.27 0.91
H -5.41 -0.83 -1.30
H -4.29 -1.98 -0.52
H -3.63 -0.18 -2.90
H -3.97 -1.93 -3.04
H -1.79 -3.17 -3.05
H -2.66 -3.33 -1.51
H 0.24 -2.46 -1.87
H -0.30 -4.00 -1.19
H -0.35 -3.72 1.43
H -1.91 -3.77 0.57
H -1.04 -1.76 2.70
H -2.46 -2.83 2.66
O 0.54 -0.08 1.05
C 0.45 0.75 2.27
C -1.08 1.07 2.30
O -1.75 1.10 3.28
O -1.56 1.28 1.08
C 0.86 -0.07 3.47
C 0.68 0.46 4.75
C 1.05 -0.27 5.87
C 1.61 -1.53 5.72
C 1.80 -2.06 4.46
C 1.43 -1.33 3.33
C 1.29 2.02 2.07
C 2.32 2.35 2.95
C 3.09 3.48 2.73
C 2.86 4.29 1.63
C 1.84 3.97 0.74
C 1.07 2.84 0.95
H 1.48 -0.28 0.96
H 0.25 1.45 4.87
H 0.91 0.16 6.85
H 1.90 -2.10 6.59
H 2.24 -3.04 4.34
H 1.59 -1.76 2.35
H 2.51 1.73 3.81
H 3.89 3.72 3.42
H 3.46 5.17 1.47
H 1.65 4.60 -0.11
H 0.27 2.62 0.26
Br -2.09 2.19 -1.72
C 2.57 1.95 -5.22
C 2.23 0.48 -4.96
N 1.89 0.21 -3.55
C 3.03 0.03 -2.64
C 3.33 1.24 -1.75
C 0.65 0.22 -3.11
C -0.46 0.42 -4.10
N 0.36 -0.02 -1.83
H 2.65 2.12 -6.29
H 3.52 2.22 -4.76
H 1.79 2.60 -4.82
H 3.09 -0.15 -5.21
H 1.41 0.16 -5.60
H 3.90 -0.18 -3.25
H 2.87 -0.87 -2.03
H 3.58 2.11 -2.36
H 4.17 1.02 -1.11
H 2.48 1.52 -1.13
H -0.45 -0.36 -4.85
H -0.34 1.38 -4.61
H -1.41 0.42 -3.60
H 1.22 -0.16 -1.30
*
```

***

A cluster of 3 separate species, C28H41FIN4O9S in total. Source: OMol25; level of theory: ωB97M-V/def2-TZVPD.

## Properties
- orbital gap (eV) = 7.574
- LUMO level (eV) = -4.00

Geometry as ORCA input:
```
! wB97M-V def2-TZVPD RIJCOSX def2/J DEFGRID3
* xyz 1 1
C -3.00 2.69 -2.38
C -2.07 1.39 -2.03
C -1.86 1.22 -0.38
N -0.69 0.35 -0.16
C 0.35 0.75 0.84
C 0.04 -0.10 2.18
C -1.58 -0.43 2.47
C 0.59 0.41 3.61
C -0.24 1.67 4.29
C 0.72 2.21 5.55
C 0.71 2.32 0.97
F 1.75 2.70 1.96
C 1.24 3.05 -0.45
I -0.32 4.63 -0.72
C 2.59 3.98 -0.09
C 3.10 4.90 -1.37
N 1.40 2.07 -1.52
C 1.57 2.37 -2.92
C 0.60 3.31 -3.80
C 2.05 0.74 -1.04
N 3.03 0.08 -1.78
S 3.76 -1.47 -1.39
N 1.63 0.09 0.26
O 2.61 0.04 1.17
H -3.94 2.42 -3.05
H -3.46 3.06 -1.35
H -2.44 3.61 -2.83
H -1.04 1.33 -2.58
H -2.69 0.43 -2.38
H -1.95 2.22 0.20
H -2.83 0.59 -0.06
H -0.86 -0.68 -0.21
H 0.49 -1.19 2.01
H -1.75 -0.84 3.56
H -2.15 0.61 2.38
H -2.03 -1.13 1.63
H 1.73 0.69 3.56
H 0.50 -0.49 4.39
H -0.46 2.55 3.55
H -1.26 1.28 4.70
H 0.47 3.34 5.80
H 1.85 2.17 5.24
H 0.60 1.51 6.49
H -0.27 2.85 1.40
H 3.51 3.32 0.21
H 2.33 4.82 0.72
H 4.15 4.54 -1.80
H 3.30 6.03 -1.02
H 2.32 4.97 -2.24
H 2.68 2.77 -3.10
H 1.57 1.34 -3.53
H 0.92 3.18 -4.94
H 0.70 4.48 -3.60
H -0.55 3.08 -3.77
H 3.43 0.46 -2.69
H 2.87 -2.14 -0.51
H 3.36 0.64 0.86
C -1.12 -3.48 -4.34
C -0.92 -2.23 -3.92
C -1.24 -1.05 -4.78
O -1.06 0.08 -4.35
C -1.78 -1.31 -6.12
C -1.98 -2.56 -6.55
C -1.68 -3.73 -5.68
O -1.90 -4.87 -6.09
O -2.48 -2.81 -7.81
O -0.39 -1.98 -2.67
H -0.89 -4.34 -3.73
H -2.00 -0.45 -6.74
H -2.54 -3.79 -7.88
H -0.34 -1.00 -2.60
C -0.72 -4.42 5.86
C -1.35 -5.50 5.40
C -1.15 -5.97 4.00
O -1.73 -6.98 3.61
C -0.25 -5.19 3.13
C 0.38 -4.11 3.60
C 0.20 -3.66 5.00
O 0.80 -2.67 5.41
O 1.22 -3.37 2.79
O -2.21 -6.22 6.20
H -0.85 -4.07 6.88
H -0.13 -5.53 2.11
H 1.55 -2.64 3.35
H -2.54 -6.96 5.63
*
```

***

An isolated molecule of C28H41N3O2. Source: OMol25; level of theory: ωB97M-V/def2-TZVPD.

## Properties
- structure (SMILES) = [H]/N=C\Cc1nc2cc(CCC)c(CCCCCC)c(CCCCCOC(C)=O)c2nc1C=C
- orbital gap (eV) = 7.670
- relative energy (zero: lowest compared OMol25 entry of this formula, charge and spin) (eV) = 0.000
- LUMO level (eV) = -0.57

Geometry as ORCA input:
```
! wB97M-V def2-TZVPD RIJCOSX def2/J DEFGRID3
* xyz 0 1
C 1.16 -4.05 2.93
C 0.51 -3.28 3.87
C -0.22 -2.00 3.33
N 0.24 -1.52 2.14
C -0.54 -0.43 1.79
C -0.21 0.24 0.46
C 1.01 -0.35 -0.36
C 2.30 0.40 0.22
C 3.66 -0.15 -0.37
C 4.79 0.92 0.01
C 6.11 0.76 -0.84
O 6.51 -0.63 -0.80
C 6.42 -1.26 -2.03
C 7.44 -2.44 -2.26
O 5.62 -1.01 -2.90
C -0.96 1.38 -0.05
C -0.54 1.95 -1.47
C -1.18 1.02 -2.59
C -2.75 0.89 -2.52
C -3.26 -0.63 -2.61
C -3.42 -1.15 -4.10
C -4.56 -2.26 -4.08
C -2.11 1.99 0.75
C -2.90 3.24 0.26
C -1.98 4.57 0.33
C -1.92 5.34 -1.07
C -2.39 1.36 2.04
C -1.65 0.17 2.56
N -2.04 -0.35 3.78
C -1.34 -1.45 4.16
C -1.76 -2.07 5.55
C -3.32 -2.35 5.62
N -3.98 -3.04 4.77
H 0.73 -4.19 1.90
H 2.14 -4.55 3.12
H 0.52 -3.56 4.95
H 0.90 -0.18 -1.46
H 1.12 -1.45 -0.16
H 2.29 0.22 1.33
H 2.18 1.49 -0.05
H 3.64 -0.40 -1.46
H 3.92 -1.08 0.23
H 4.33 1.92 -0.20
H 5.00 0.88 1.12
H 6.92 1.33 -0.28
H 6.07 1.20 -1.86
H 8.44 -2.25 -1.79
H 7.47 -2.68 -3.35
H 6.99 -3.33 -1.73
H -0.87 3.02 -1.60
H 0.58 1.91 -1.57
H -0.75 -0.01 -2.62
H -0.94 1.52 -3.59
H -3.21 1.30 -1.58
H -3.20 1.42 -3.41
H -2.66 -1.31 -1.94
H -4.30 -0.61 -2.17
H -3.76 -0.29 -4.73
H -2.45 -1.60 -4.44
H -5.48 -1.84 -3.56
H -4.88 -2.58 -5.11
H -4.22 -3.12 -3.45
H -3.74 3.41 0.99
H -3.26 3.18 -0.80
H -0.93 4.35 0.65
H -2.45 5.28 1.06
H -0.95 5.15 -1.62
H -2.74 5.04 -1.77
H -2.03 6.46 -0.92
H -3.20 1.81 2.65
H -1.49 -1.32 6.35
H -1.25 -3.04 5.78
H -3.87 -1.95 6.51
H -3.33 -3.35 4.04
*
```

***

Taking the records one at a time from the top gives largest force on an atom values of 1.0, 0.8, 1.8, 1.2, 5.7, 4.4 eV Å⁻¹.
Taking the records one at a time from the top gives molar mass values of 679.85, 751.90, 760.60, 781.39, 755.62, 451.66 g/mol.